*i*
DFT (ωB97M-V/def2-TZVPD) results for a cluster of 2 separate species, C2H5NO2 in total.

Results
Frontier orbital gap (eV): 10.795
Charge: 0
Lowest unoccupied orbital energy (eV): 0.86

Geometry as XYZ:
```
10
C2H5NO2, DFT ωB97M-V/def2-TZVPD
N -0.3473 -0.6507 -2.4264
C -0.6235 0.3533 -1.5420
O 0.2674 0.9635 -0.9838
H -0.9298 -0.8464 -3.2341
H 0.6255 -0.5700 -2.6703
H -1.6800 0.5701 -1.3438
C 0.6757 0.0327 3.0427
O -0.2568 0.1068 3.7867
H 0.5579 -0.0788 1.9507
H 1.7110 0.1195 3.4203
```

These are the Mulliken partial charges, in e, on atoms 1 to 4:
1. N -0.421
2. C 0.086
3. O -0.531
4. H 0.252

***

*ii*
DFT (ωB97M-V/def2-TZVPD) results for an isolated molecule of C2H5NO2.

Results
Frontier orbital gap (eV): 10.378
Charge: 0
Lowest unoccupied orbital energy (eV): 0.73

Geometry as XYZ:
```
10
C2H5NO2, DFT ωB97M-V/def2-TZVPD
C 0.1287 1.1463 -0.7714
N 0.1367 -0.3732 -0.3187
O -1.2633 -0.6958 -0.4259
C 0.4953 -0.7641 1.0071
O -0.1348 -1.5767 1.6471
H -0.7751 1.7392 -0.0992
H 0.0593 1.1683 -1.8343
H 1.1683 1.4723 -0.5383
H -1.3647 -1.5174 0.0762
H 1.5495 -0.5989 1.2575
```

These are the Mulliken partial charges, in e, on atoms 1 to 4:
1. C -0.646
2. N -0.015
3. O -0.431
4. C 0.161

***

Here is how they stack up, most stable first: *i*, *ii*.

***

*i*
DFT (ωB97M-V/def2-TZVPD) results for an isolated molecule of C2H5NO2.

Results
Frontier orbital gap (eV): 10.460
Charge: 0
Lowest unoccupied orbital energy (eV): 0.70

Geometry as XYZ:
```
10
C2H5NO2, DFT ωB97M-V/def2-TZVPD
N -0.1862 0.7846 1.2023
C -0.3744 0.7273 -0.1471
O -0.7667 1.6672 -0.8150
C -0.0187 -0.6014 -0.8090
O 0.6603 -1.5200 0.0217
H -0.4995 1.6301 1.6574
H -0.1464 -0.0698 1.7400
H -0.9457 -1.0865 -1.1302
H 0.5441 -0.3483 -1.7162
H 1.5899 -1.2619 0.0456
```

These are the Mulliken partial charges, in e, on atoms 1 to 4:
1. N -0.373
2. C 0.459
3. O -0.612
4. C -0.230

***

*ii*
DFT (ωB97M-V/def2-TZVPD) results for a cluster of 2 separate species, C2H5NO2 in total.

Results
Frontier orbital gap (alpha / beta) (eV): 8.237 / 8.907
Charge: 0
Lowest unoccupied orbital energy (alpha / beta) (eV): -1.62 / -1.06

Geometry as XYZ:
```
10
C2H5NO2, DFT ωB97M-V/def2-TZVPD
C -1.4131 0.2901 -0.6869
C 0.4406 -0.4364 0.7838
N 1.4810 -0.0101 0.0256
O 2.0261 -0.7779 -0.7513
O 1.8263 1.1776 0.1182
H -0.7493 1.0023 -1.1614
H -1.9814 -0.5395 -1.0504
H -1.9108 0.6231 0.2141
H 0.1960 0.1614 1.7664
H 0.0846 -1.4905 0.7418
```

These are the Mulliken partial charges, in e, on atoms 1 to 4:
1. C -0.780
2. C -0.644
3. N 0.816
4. O -0.546

***

Here is how they stack up, most stable first: *i*, *ii*.

***

*i*
DFT (ωB97M-V/def2-TZVPD) results for a structure of composition C2H5NO2.

Results
Frontier orbital gap (eV): 10.038
Charge: 0
Lowest unoccupied orbital energy (eV): 0.36

Geometry as XYZ:
```
10
C2H5NO2, DFT ωB97M-V/def2-TZVPD
C 0.0784 -0.7829 0.0336
C 1.2782 0.1945 0.0256
H -1.5502 0.5017 1.0025
H -1.8254 0.0773 -0.5964
H -0.1190 -1.1768 -0.9769
H 0.0189 -1.6196 0.8031
H -0.1510 1.2395 -0.3482
N -1.0648 0.3064 0.0081
O 0.9173 1.4691 0.0335
O 2.4175 -0.2091 0.0150
```

These are the Mulliken partial charges, in e, on atoms 1 to 4:
1. C -0.230
2. C 0.488
3. H 0.273
4. H 0.266

***

*ii*
DFT (ωB97M-V/def2-TZVPD) results for a cluster of 2 separate species, C2H5NO2 in total.

Results
Frontier orbital gap (eV): 10.529
Charge: 0
Lowest unoccupied orbital energy (eV): 0.47

Geometry as XYZ:
```
10
C2H5NO2, DFT ωB97M-V/def2-TZVPD
N -1.8316 -0.1674 0.1263
C -1.5668 -0.3044 1.3097
O -1.1816 -0.4034 2.4062
H -2.7535 -0.2895 -0.2624
C 1.5345 0.1464 -0.4486
O 0.6395 0.5211 -1.4665
H 1.3838 0.7119 0.4858
H 2.5453 0.3617 -0.8070
H 1.4848 -0.9275 -0.2068
H -0.2544 0.3509 -1.1368
```

These are the Mulliken partial charges, in e, on atoms 1 to 4:
1. N -0.550
2. C 0.696
3. O -0.383
4. H 0.222

***

*iii*
DFT (ωB97M-V/def2-TZVPD) results for an isolated molecule of C2H5NO2.

Results
Frontier orbital gap (eV): 10.520
Charge: 0
Lowest unoccupied orbital energy (eV): 0.55

Geometry as XYZ:
```
10
C2H5NO2, DFT ωB97M-V/def2-TZVPD
N -1.3420 -0.0652 0.6014
C -0.3224 0.1166 -0.4816
C 1.0990 0.2139 -0.0905
O 1.9993 0.7392 -0.6972
O 1.3413 -0.7088 0.9840
H -2.2191 -0.0740 0.0385
H -1.5738 0.7576 1.1550
H -0.4119 -0.9142 -1.0803
H -0.7982 0.8531 -1.1583
H 2.2277 -0.9182 0.7290
```

These are the Mulliken partial charges, in e, on atoms 1 to 4:
1. N -0.626
2. C -0.210
3. C 0.436
4. O -0.507

***

*iv*
DFT (ωB97M-V/def2-TZVPD) results for an isolated molecule of C2H5NO2.

Results
Frontier orbital gap (eV): 10.261
Charge: 0
Lowest unoccupied orbital energy (eV): 0.39

Geometry as XYZ:
```
10
C2H5NO2, DFT ωB97M-V/def2-TZVPD
C 1.3933 -0.3934 -0.1792
C 0.2005 0.4823 0.0018
O 0.2675 1.7799 0.0550
N -1.0557 -0.2620 0.4173
O -2.1056 0.4179 -0.3127
H 1.4705 -1.0666 0.5759
H 2.4003 0.3916 -0.4279
H 0.9951 -0.8261 -1.0501
H -0.8926 0.0278 1.6460
H -2.6735 -0.5514 -0.7262
```

These are the Mulliken partial charges, in e, on atoms 1 to 4:
1. C -0.871
2. C 0.525
3. O -0.542
4. N -0.304

***

Here is how they stack up, most stable first: *ii*, *iii*, *i*, *iv*.